Below is one molecule with the formula C4H8O3, with properties calculated with ωB97M-V/def2-TZVPD.

Geometry as XYZ:
```
15
Properties=species:S:1:pos:R:3:lowdin_charge:R:1
C 2.46680 -0.04396 0.47526 -0.035
O 1.09705 0.35802 0.41440 -0.031
C 0.22268 -0.54840 -0.03491 -0.455
O 0.51769 -1.61241 -0.53005 0.119
C -1.20914 -0.07580 0.16429 -0.359
C -1.57060 1.03611 -0.82066 -0.024
O -2.08995 -1.16307 0.06651 -0.012
H 2.61982 -0.64441 1.37638 0.100
H 3.04887 0.87551 0.53901 0.094
H 2.74668 -0.62657 -0.40338 0.093
H -1.26673 0.31432 1.18717 0.156
H -0.82171 1.83400 -0.82310 0.084
H -2.53950 1.45772 -0.54081 0.084
H -1.65726 0.61984 -1.82969 0.091
H -1.67861 -1.79879 -0.53847 0.094
```

Summary:
* LUMO level: 0.8 eV
* energy above the lowest of the compared OMol25 structures with the same formula, charge and spin: 17.98 kcal per mole
* SMILES: COC(=O)[C@@H](C)O
* Kohn-Sham gap: 11.34 eV